The following is a DFT calculation (ωB97M-V/def2-TZVPD) of C17H34BeOP2 as an isolated structure.

Each line ends with the Mulliken charge.
Atoms and positions in Å:
1 P 1.01708 1.81628 -0.80601  1.1854
2 P -0.36690 -1.77348 -1.79368  1.7171
3 C 1.35059 0.65038 -2.17436  -1.0788
4 C 0.16373 -0.22154 -2.66644  -1.3816
5 H 2.17447 0.00323 -1.85520  0.4941
6 H 1.74049 1.23796 -3.01831  0.6402
7 H -0.75072 0.37996 -2.77988  0.4451
8 H 0.40143 -0.59300 -3.67811  0.5997
9 C 0.74491 -3.05585 -2.46708  -1.6474
10 H 0.84159 -3.90765 -1.77973  0.4151
11 H 1.74168 -2.63146 -2.64115  0.3221
12 H 0.32497 -3.40401 -3.42115  0.5452
13 C -1.98247 -2.26865 -2.50489  -1.5518
14 H -1.80259 -2.87978 -3.40233  0.4098
15 H -2.56353 -1.37827 -2.77979  0.3906
16 H -2.57494 -2.85856 -1.78979  0.3806
17 C 2.36382 2.96934 -0.53948  -1.3112
18 H 2.07384 3.73368 0.19604  0.3842
19 H 2.65242 3.47882 -1.47162  0.4253
20 H 3.24077 2.44362 -0.14231  0.3652
21 C -0.43855 2.72208 -1.31299  -1.1561
22 H -1.31045 2.07612 -1.46655  0.3948
23 H -0.23909 3.25576 -2.25623  0.4958
24 H -0.70003 3.46256 -0.55088  -0.1488
25 Be -2.03546 2.46499 1.20669  -0.1310
26 C -0.50075 -2.41120 0.07124  -0.1270
27 C 0.47085 -3.26838 0.70474  -1.3695
28 C 1.86426 -2.93104 0.94125  -0.6144
29 C 2.08973 -1.49659 1.51572  -1.1090
30 C 2.00516 -0.47371 0.47927  -0.8261
31 C 0.95869 0.53554 0.55281  0.5018
32 C -0.54871 0.11948 0.42521  1.0681
33 C -0.90504 -1.22454 1.01493  -0.6618
34 C -1.46427 3.97855 1.65271  -0.9432
35 H -1.38686 -3.05031 -0.08000  0.5193
36 H 0.08076 -4.15870 1.18574  0.2280
37 H 2.39605 -2.98006 -0.02227  0.1562
38 H 2.31472 -3.70096 1.59141  0.4067
39 H 1.32513 -1.26332 2.26016  0.2460
40 H 3.05033 -1.45328 2.05653  0.5210
41 H 2.93603 -0.25097 -0.05600  0.3618
42 H 1.01775 1.10419 1.50579  0.3374
43 H -0.92230 0.14033 -0.61876  -0.0488
44 H -1.14317 0.94909 0.90655  -1.3778
45 H -0.43660 -1.31546 2.00135  0.4535
46 H -1.98828 -1.27310 1.21921  0.2244
47 H -2.26914 4.49528 2.18981  0.3097
48 H -1.10007 4.64199 0.85740  0.3900
49 H -0.65590 3.83528 2.38016  0.2140
50 C -2.03928 0.76331 3.89387  -0.8256
51 C -2.24293 1.61821 2.76009  0.3183
52 O -3.19675 1.65930 1.88627  -0.3687
53 H -1.03305 0.31243 3.74530  0.1757
54 H -2.76789 -0.04615 4.09385  0.3108
55 H -1.97551 1.42225 4.78090  0.3254

## Properties
LUMO energy (spin up / spin down)	0.053 / 0.053	eV
energy	-1440.48168	a.u.

***

The following is a DFT calculation (ωB97M-V/def2-TZVPD) of C10H21CeCl2NO3P as an isolated structure.

Each line ends with the Mulliken charge.
Atoms and positions in Å:
1 C -1.48032 2.18383 -1.27200  -1.1960
2 C -1.28117 0.86493 -1.94670  0.5548
3 H -1.65364 2.94844 -2.03907  0.4251
4 H -0.58701 2.54236 -0.71165  0.4543
5 H -2.39447 2.20540 -0.62920  0.4571
6 O -1.92983 0.48298 -2.92478  -0.2685
7 Cl -2.10149 1.42071 2.97461  -0.1465
8 Ce -1.10396 0.53881 0.87857  1.1668
9 P -2.25334 -1.85303 -0.70687  0.7087
10 C -1.52109 -2.62868 -2.18184  -1.3256
11 C -2.54798 -3.37153 0.27985  -1.0736
12 H -4.57887 -1.19411 -0.53255  0.4529
13 H -4.35673 -2.52802 -1.71250  0.4332
14 H -3.91290 -0.83899 -2.15321  0.3942
15 C -3.95103 -1.57685 -1.34551  -1.2326
16 H -3.09550 -3.11208 1.19279  0.4264
17 H -3.12657 -4.08957 -0.31500  0.5117
18 H -2.11162 -3.51647 -2.44885  0.4809
19 H -0.49048 -2.92410 -1.95088  0.4046
20 H -1.58371 -3.80201 0.57020  0.4246
21 H -1.51890 -1.91042 -3.01071  0.4202
22 C -0.09515 -0.01667 -1.51514  0.3250
23 O 0.93452 -0.30854 -2.03622  -0.0991
24 Cl -0.34622 -1.66010 2.04066  -0.1914
25 C 4.54202 1.69070 1.68701  -0.8852
26 N 3.09837 1.89845 1.61150  0.0509
27 C 2.58185 3.20852 1.99903  -0.7439
28 C 2.27071 0.97842 1.14120  0.7979
29 C 2.77323 -0.36449 0.72324  -1.0666
30 O 1.01786 1.27608 1.05088  -0.6012
31 H 4.97560 2.57825 2.15061  0.2703
32 H 4.98160 1.55343 0.68933  0.3858
33 H 4.78409 0.81185 2.29743  0.3929
34 H 2.16232 3.74132 1.13778  0.2864
35 H 1.81449 3.12432 2.77706  0.2998
36 H 3.42834 3.77330 2.38815  0.3188
37 H 2.08504 -1.13430 1.09027  0.2796
38 H 2.79900 -0.43361 -0.37163  0.2938
39 H 3.77292 -0.55853 1.12412  0.4136

## Properties
LUMO energy (spin up / spin down)	-14.444 / -15.262	eV
charge	+3
energy	-2409.82183	a.u.

***

The following is a DFT calculation (ωB97M-V/def2-TZVPD) of one molecule with the formula C4H7NO2.

Each line ends with the Mulliken charge.
Atoms and positions in Å:
1 C -1.50577 -0.24293 0.37731  -1.0467
2 C 0.41734 -1.43505 -1.60067  -0.3829
3 C -0.53746 0.93169 0.24223  -0.4216
4 N 0.88881 0.65377 0.44461  -0.1560
5 C 1.66789 -0.41275 0.16376  0.6041
6 O 2.84118 -0.51846 0.39234  -0.5448
7 O 0.96807 -1.50855 -0.41228  -0.1328
8 H -1.23400 -0.89965 1.20900  0.3208
9 H -1.57156 -0.85541 -0.52651  0.3747
10 H -2.50238 0.16576 0.56917  0.3428
11 H 0.59880 -0.38453 -1.96510  0.2159
12 H -0.78340 1.66898 1.01147  0.3807
13 H -0.68324 1.42264 -0.72835  0.2279
14 H 1.43573 1.41448 0.82301  0.2179

## Properties
LUMO energy	0.301	eV
energy	-361.74372	a.u.

***

The following is a DFT calculation (ωB97M-V/def2-TZVPD) of an isolated ion of composition C3H8NO and charge +1.

Each line ends with the Mulliken charge.
Atoms and positions in Å:
1 C 1.34645 0.77084 -0.90518  -0.9606
2 C 0.81842 0.69447 0.30823  -0.0978
3 C -0.09414 -0.38301 0.79041  0.3313
4 N -0.98404 -0.74869 -0.60165  -0.4013
5 O -0.97061 -0.12259 1.73734  -0.4928
6 H 1.81534 1.70361 -1.22182  0.2723
7 H 1.18028 0.05819 -1.70614  0.2740
8 H 1.11245 1.42147 1.02724  0.3616
9 H 0.47398 -1.30027 0.94782  0.3364
10 H -0.37727 -0.63827 -1.39228  0.2507
11 H -1.08086 -1.81591 -0.45123  0.4019
12 H -1.89939 -0.45153 -0.42146  0.3117
13 H -1.34062 0.81169 1.88871  0.4126

## Properties
LUMO energy	-3.683	eV
charge	+1
energy	-248.78388	a.u.
SMILES	C=C[C@H]([NH3+])O

***

The following is a DFT calculation (ωB97M-V/def2-TZVPD) of C7H14CsO3 as an isolated structure.

Each line ends with the Mulliken charge.
Atoms and positions in Å:
1 C -1.21677 2.22763 1.59650  -0.7292
2 O -1.56164 0.94933 1.11549  -0.2779
3 C -2.05280 0.06573 2.09954  -0.5222
4 C -2.41330 -1.22597 1.40835  -0.5690
5 O -1.27748 -1.65351 0.68894  -0.2397
6 C -1.45782 -2.85046 -0.03466  -0.8234
7 H -2.05962 2.92699 1.47694  0.2468
8 H -0.93085 2.18197 2.66045  0.3192
9 H -2.94474 0.48430 2.59459  0.3414
10 H -1.27779 -0.10894 2.86625  0.3696
11 H -3.25819 -1.06783 0.71561  0.3261
12 H -2.71167 -1.97990 2.15526  0.3586
13 H -0.51848 -3.04549 -0.56492  0.2765
14 H -1.68094 -3.68580 0.64660  0.2918
15 H -2.27892 -2.74686 -0.76228  0.3211
16 C 4.23439 -0.44555 -1.43848  -0.2173
17 C 3.94428 0.86369 -1.28026  -0.6431
18 O 3.18540 1.71861 -2.07331  -0.2375
19 C 2.54209 1.17187 -3.28014  -0.7443
20 Cs 0.48441 0.15988 -1.09097  0.5327
21 H 3.79936 -0.81920 -2.38686  0.0217
22 H 4.27367 1.46055 -0.41480  0.2210
23 H 3.34303 0.75316 -3.92465  0.1619
24 H 2.18431 2.08725 -3.78964  -0.0199
25 H -0.34993 2.57854 1.01645  0.2352

## Properties
LUMO energy (spin up / spin down)	1.584 / 1.584	eV
charge	-1
energy	-520.73201	a.u.

***

The following is a DFT calculation (ωB97M-V/def2-TZVPD) of a 2-piece molecular cluster, C19H25Cl4N2O4S overall.

Each line ends with the Mulliken charge.
Atoms and positions in Å:
1 C 5.72816 1.65806 0.64603  0.0851
2 C 4.72723 1.11904 0.24004  -1.1220
3 C 3.56730 0.65970 -0.60597  -0.5986
4 C 2.13907 1.13329 -0.03720  1.2745
5 C 1.71133 -0.01635 0.92221  -0.5282
6 O 0.83739 0.35426 1.98513  -0.2502
7 C 0.11531 -0.73600 2.49048  -0.6913
8 C -1.41101 -0.59962 2.18777  0.3712
9 O -2.03480 -1.86362 1.94797  -0.2952
10 C -3.25035 -1.72323 1.25169  0.0042
11 C -4.44112 -1.24334 2.17083  -1.1254
12 C 2.46861 2.49511 0.70340  0.1525
13 O 2.67990 3.50464 -0.01101  -0.7566
14 O 2.57421 2.55148 1.94657  -0.7168
15 N 1.30875 1.34443 -1.23356  0.6570
16 C 1.04964 0.14095 -2.03711  -0.8935
17 C -0.46819 -0.18778 -2.24197  -0.3374
18 C -0.59225 -1.57506 -2.95039  -0.3348
19 S -2.39323 -1.90629 -3.23936  -0.2906
20 C 0.18363 2.20219 -1.06348  -0.1733
21 C -0.02976 3.14049 -2.12183  -0.8647
22 C -1.14383 3.99486 -2.05474  -0.3756
23 C -1.98694 3.85078 -0.91011  -0.6247
24 C -1.63284 2.89821 0.04710  -0.4101
25 N -0.59288 2.06094 -0.00156  0.0867
26 H 6.72742 1.96558 0.91982  0.4674
27 H 3.56456 -0.45173 -0.59671  0.3068
28 H 3.67091 0.99105 -1.65426  0.4243
29 H 1.27062 -0.90272 0.41229  0.0757
30 H 2.65279 -0.38351 1.40550  0.2883
31 H 0.48550 -1.73427 2.18277  0.1514
32 H 0.20432 -0.70775 3.60340  0.3365
33 H -1.92936 -0.03743 2.99927  0.1091
34 H -1.51128 0.01631 1.26570  -0.1485
35 H -3.55446 -2.67567 0.77225  0.3994
36 H -3.18973 -0.97948 0.42307  0.0847
37 H -4.06569 -0.75399 3.08958  0.3210
38 H -5.09624 -2.10745 2.39123  0.2964
39 H -5.07641 -0.49050 1.65503  0.3078
40 H 1.55039 -0.77811 -1.68220  0.2889
41 H 1.46032 0.33620 -3.06221  0.3203
42 H -0.91060 -0.29240 -1.22785  0.0761
43 H -0.99563 0.55880 -2.85987  0.5736
44 H -0.18800 -2.39227 -2.32483  0.1760
45 H -0.09546 -1.56350 -3.93891  0.3666
46 H -2.94034 -0.66634 -3.39120  0.1199
47 H 0.64947 3.17152 -2.98501  0.3744
48 H -1.37887 4.71391 -2.84812  0.3894
49 H -2.87863 4.47864 -0.80538  0.3722
50 H -2.28224 2.82917 0.93941  0.3426
51 C 0.94848 -5.07968 1.45752  0.2288
52 Cl 2.60000 -4.84468 2.04934  -0.1058
53 Cl 0.81383 -6.67731 0.69887  -0.1296
54 Cl -0.18491 -4.97095 2.81021  -0.0824
55 Cl 0.56590 -3.82853 0.27042  0.0261

## Properties
LUMO energy	1.953	eV
charge	-1
energy	-3388.30403	a.u.

***

The following is a DFT calculation (ωB97M-V/def2-TZVPD) of CH3ClN3S as an isolated structure.

Each line ends with the Mulliken charge.
Atoms and positions in Å:
1 C -1.07959 0.18452 0.07567  0.3183
2 N 1.95471 -1.20801 -0.84109  -0.2553
3 N -0.45383 -0.61665 -0.72236  -0.1879
4 N 1.35800 -0.41596 -0.17859  0.2951
5 S -2.83416 0.35784 -0.12472  -0.0394
6 Cl 1.79558 0.81981 0.85254  0.1396
7 H -0.66559 0.85754 0.77094  0.2447
8 H 2.92709 -1.09563 -0.71348  0.2997
9 H -3.00221 1.11654 0.88111  0.1852

## Properties
LUMO energy	-6.314	eV
charge	+1
energy	-1062.08615	a.u.

***

The following is a DFT calculation (ωB97M-V/def2-TZVPD) of C16H10N3O2PdS3Sb as an isolated structure.

Each line ends with the Mulliken charge.
Atoms and positions in Å:
1 Pd 1.13343 1.56033 0.04514  0.2841
2 O -3.79459 -3.53127 0.80314  -0.7250
3 C -2.60650 -3.78036 0.54409  0.4920
4 O -1.96567 -4.84042 0.46474  -0.7249
5 C -1.72482 -2.49186 0.32390  -0.3247
6 C -2.29505 -1.23090 0.37715  -0.6268
7 C -1.48901 -0.11597 0.18719  0.3890
8 N -0.17761 -0.24213 -0.01746  -0.0340
9 C 0.37126 -1.44843 -0.16073  0.3870
10 C -0.37857 -2.60381 0.01895  -0.6242
11 C 1.77266 -1.43868 -0.63175  0.8996
12 C 2.61271 -2.53957 -0.51177  -0.5759
13 C 3.89435 -2.46235 -1.02532  -0.4786
14 C 4.29793 -1.29015 -1.64598  -0.4121
15 C 3.40612 -0.23419 -1.70433  -0.3315
16 N 2.17144 -0.29930 -1.21397  -0.4015
17 C -2.00355 1.26584 0.07420  0.8845
18 C -3.24203 1.64915 0.57489  -0.5703
19 C -3.67020 2.94962 0.37862  -0.4754
20 C -2.84958 3.82701 -0.31372  -0.4227
21 C -1.62281 3.36991 -0.75987  -0.3362
22 N -1.20337 2.12096 -0.57710  -0.3883
23 H -3.36299 -1.15063 0.52547  0.4605
24 H 0.04404 -3.59043 -0.11092  0.4623
25 H 2.26826 -3.43114 -0.00716  0.3503
26 H 4.57305 -3.30054 -0.93862  0.4142
27 H 5.29279 -1.18649 -2.05663  0.3799
28 H 3.68787 0.71196 -2.14819  0.3380
29 H -3.84810 0.94184 1.12314  0.3477
30 H -4.62641 3.27793 0.76405  0.4154
31 H -3.14474 4.85304 -0.48503  0.3783
32 H -0.93385 4.02751 -1.27416  0.3489
33 S 2.54132 2.39991 4.51501  -0.3947
34 Sb 2.86762 3.34713 2.40861  0.5003
35 S 3.37008 1.45073 0.98546  -0.4429
36 S 0.63453 3.45577 1.46893  -0.4421

## Properties
LUMO energy (spin up / spin down)	2.036 / 0.306	eV
multiplicity	4
charge	-1
energy	-2493.29053	a.u.